No. 1
C17H27N3O2 | ωB97M-V/def2-TZVPD

```
49
Properties=species:S:1:pos:R:3:lowdin_charge:R:1
C 0.91 -1.61 5.69 -0.1186
C 1.24 -1.89 4.23 -0.2760
C 2.73 -2.13 4.03 -0.2312
C 3.09 -2.52 2.59 -0.2192
C 2.90 -1.37 1.60 -0.2185
C 3.43 -1.68 0.20 -0.2158
C 2.77 -2.87 -0.49 -0.2140
C 1.25 -2.79 -0.60 -0.2160
C 0.77 -1.57 -1.39 -0.1879
C -0.75 -1.58 -1.55 -0.1728
N -1.23 -0.41 -2.24 0.0783
C -1.92 0.57 -1.66 -0.4076
O -2.31 0.60 -0.51 0.0679
C -2.22 1.72 -2.63 -0.3667
O -1.81 1.71 -3.78 0.0755
N -2.94 2.68 -2.03 0.1631
C -3.42 3.89 -2.52 -0.2849
C -3.21 4.31 -3.84 0.0045
C -3.74 5.53 -4.22 -0.0642
C -4.45 6.27 -3.29 -0.0742
C -4.60 5.76 -2.01 -0.1457
N -4.10 4.60 -1.64 0.1170
H 1.44 -0.73 6.04 0.0710
H 1.19 -2.46 6.32 0.0695
H -0.16 -1.44 5.82 0.0669
H 0.92 -1.04 3.63 0.1018
H 0.68 -2.77 3.89 0.1098
H 3.29 -1.24 4.31 0.1128
H 3.04 -2.94 4.69 0.1101
H 2.49 -3.37 2.29 0.1058
H 4.14 -2.83 2.56 0.1144
H 1.84 -1.11 1.54 0.0961
H 3.43 -0.49 1.98 0.1168
H 4.50 -1.89 0.28 0.1097
H 3.32 -0.79 -0.42 0.1023
H 3.19 -2.96 -1.49 0.1097
H 3.02 -3.79 0.05 0.1031
H 0.80 -2.76 0.39 0.1062
H 0.89 -3.69 -1.10 0.1144
H 1.24 -1.57 -2.38 0.1203
H 1.05 -0.65 -0.88 0.1128
H -1.07 -2.47 -2.10 0.1279
H -1.23 -1.59 -0.57 0.1258
H -0.96 -0.25 -3.20 0.1435
H -3.16 2.49 -1.05 0.1482
H -2.64 3.69 -4.52 0.0982
H -3.59 5.89 -5.22 0.1073
H -4.88 7.23 -3.56 0.0975
H -5.15 6.30 -1.25 0.1051
```

Orbital gap   9.52 eV
Electronic energy   -978.79253 Eh
SMILES string   CCCCCCCCCCNC(=O)C(=O)Nc1ccccn1
Charge   0
Relative energy (zero: lowest compared OMol25 entry of this formula, charge and spin)   0.0584 eV

No. 2
C17H27NO2 | ωB97M-V/def2-TZVPD

```
47
Properties=species:S:1:pos:R:3:lowdin_charge:R:1
C 6.99 0.97 -0.16 -0.1210
C 6.03 -0.17 -0.47 -0.2799
C 4.65 0.07 0.12 -0.2385
C 3.69 -1.08 -0.20 -0.2248
C 2.32 -0.93 0.47 -0.2194
C 1.49 0.23 -0.08 -0.2190
C 0.11 0.28 0.56 -0.2045
C -0.74 1.42 0.00 -0.1105
C -2.10 1.45 0.66 -0.4987
O -2.35 0.93 1.73 0.0718
N -3.03 2.18 -0.02 0.0625
C -4.43 2.09 0.32 -0.1462
C -5.21 1.35 -0.79 -0.1733
O -4.43 0.36 -1.42 -0.0601
C -3.95 -0.70 -0.69 -0.2746
C -2.88 -1.38 -1.27 -0.0188
C -2.32 -2.47 -0.62 -0.0963
C -2.82 -2.88 0.60 -0.0951
C -3.89 -2.22 1.16 -0.0731
C -4.46 -1.13 0.52 -0.0248
H 7.97 0.78 -0.59 0.0654
H 6.61 1.91 -0.56 0.0693
H 7.10 1.09 0.92 0.0695
H 6.44 -1.11 -0.08 0.1067
H 5.95 -0.29 -1.56 0.1079
H 4.73 0.17 1.20 0.1179
H 4.25 1.00 -0.28 0.1066
H 3.55 -1.15 -1.28 0.1126
H 4.14 -2.02 0.14 0.1099
H 1.76 -1.86 0.34 0.1096
H 2.46 -0.79 1.55 0.1150
H 1.39 0.11 -1.16 0.1178
H 2.01 1.17 0.11 0.1077
H -0.42 -0.66 0.39 0.1014
H 0.20 0.41 1.64 0.1220
H -0.25 2.38 0.18 0.1275
H -0.87 1.30 -1.08 0.1175
H -2.81 2.50 -0.95 0.1430
H -4.47 1.55 1.27 0.1101
H -4.86 3.09 0.45 0.1208
H -5.46 2.04 -1.60 0.1248
H -6.14 0.93 -0.38 0.1210
H -2.50 -1.04 -2.22 0.1186
H -1.48 -2.98 -1.07 0.1046
H -2.37 -3.72 1.11 0.0995
H -4.29 -2.54 2.11 0.1067
H -5.30 -0.63 0.98 0.1108
```

Orbital gap   9.36 eV
Electronic energy   -869.22621 Eh
SMILES string   CCCCCCCCC(=O)NCCOc1ccccc1
Charge   0
Relative energy (zero: lowest compared OMol25 entry of this formula, charge and spin)   0.3605 eV

No. 3
C17H27NO4 | ωB97M-V/def2-TZVPD

```
49
Properties=species:S:1:pos:R:3:lowdin_charge:R:1
C 2.90 4.74 -0.24 -0.0953
C 1.53 4.80 -0.39 -0.0828
C 0.79 3.63 -0.52 -0.0392
C 1.42 2.39 -0.49 -0.2073
C 0.64 1.10 -0.60 -0.1339
N -0.39 0.88 0.41 -0.1596
C -1.67 1.53 0.17 -0.1727
C -2.87 0.61 0.49 -0.1935
O -3.21 -0.26 -0.56 -0.1375
C -2.39 -1.41 -0.65 -0.1931
C -2.69 -2.09 -1.98 -0.1804
O -2.17 -3.39 -2.11 -0.1296
C -0.78 -3.50 -2.30 -0.1796
C -0.03 -3.96 -1.03 -0.1887
O 0.14 -2.86 -0.18 -0.1607
C 0.70 -3.17 1.07 -0.1832
C 0.57 -1.93 1.96 -0.1833
O 1.49 -0.97 1.52 -0.1388
C 1.35 0.30 2.11 -0.1884
C 0.05 1.05 1.78 -0.1657
C 2.80 2.35 -0.35 -0.0549
C 3.54 3.51 -0.22 -0.0825
H 3.47 5.65 -0.14 0.0995
H 1.02 5.75 -0.41 0.1017
H -0.28 3.69 -0.66 0.1012
H 1.33 0.25 -0.54 0.1151
H 0.15 1.05 -1.58 0.1316
H -1.76 1.79 -0.89 0.1249
H -1.77 2.45 0.77 0.1175
H -3.76 1.24 0.64 0.1228
H -2.69 0.05 1.41 0.1174
H -1.33 -1.13 -0.59 0.0990
H -2.62 -2.10 0.18 0.1366
H -3.78 -2.21 -2.07 0.1306
H -2.35 -1.45 -2.81 0.1288
H -0.63 -4.27 -3.07 0.1257
H -0.35 -2.56 -2.64 0.1307
H 0.95 -4.37 -1.32 0.1291
H -0.61 -4.75 -0.54 0.1320
H 1.76 -3.44 0.96 0.1338
H 0.16 -4.01 1.54 0.1303
H 0.78 -2.21 3.01 0.1320
H -0.45 -1.56 1.88 0.1173
H 1.43 0.22 3.21 0.1279
H 2.21 0.87 1.75 0.1077
H -0.75 0.70 2.43 0.1130
H 0.23 2.12 2.02 0.1282
H 3.31 1.39 -0.34 0.1142
H 4.61 3.46 -0.11 0.1018
```

Orbital gap   9.14 eV
Electronic energy   -1019.61522 Eh
SMILES string   c1ccc(CN2CCOCCOCCOCCOCC2)cc1
Charge   0
Relative energy (zero: lowest compared OMol25 entry of this formula, charge and spin)   3.1718 eV